ORCA calculation (ωB97M-V/def2-TZVPD) on a cluster of 8 separate species, C28H66F15N4O10P in total in a non-equilibrium geometry.

Values from the calculation:
Electronic energy ... -106596.09499 eV
E_LUMO ... 0.01 eV
Orbital gap ... 7.74 eV

CARTESIAN COORDINATES (ANGSTROEM)
C  3.75569  2.68338  -0.24910
C  3.09004  3.01684  -1.61511
C  4.15591  3.62107  -2.54720
O  3.81035  3.70463  -3.87513
C  2.89499  4.73851  -4.14601
N  2.69635  1.70885  -2.13965
H  2.37548  1.89099  -3.08285
H  3.97206  0.52238  -1.99145
H  1.81681  1.45239  -1.64771
H  4.74900  2.32422  -0.51530
H  3.21257  1.83670  0.14791
H  3.78926  3.53128  0.42526
H  2.31951  3.73778  -1.37370
H  4.93041  2.85365  -2.44735
H  4.52190  4.55457  -2.10845
H  3.36577  5.73548  -3.96237
H  2.01180  4.65859  -3.50593
H  2.57518  4.65642  -5.17900
C  -4.33922  -2.34450  -0.09114
C  -3.71060  -3.38079  0.83878
C  -3.05843  -4.57480  0.12056
O  -4.11196  -5.17301  -0.52241
C  -3.69795  -6.41672  -1.04133
N  -2.59596  -2.58222  1.52470
H  -2.39959  -1.70175  1.05765
H  -2.66399  -2.51129  2.53724
H  -1.71048  -3.03931  1.40005
H  -5.15630  -2.74916  -0.68497
H  -3.54900  -2.00182  -0.72005
H  -4.71952  -1.57814  0.59074
H  -4.35528  -3.77802  1.64634
H  -2.56663  -5.21063  0.88163
H  -2.31962  -4.23131  -0.59698
H  -3.46292  -7.14285  -0.26966
H  -2.81517  -6.25831  -1.67188
H  -4.53922  -6.77805  -1.62892
C  0.68060  0.73599  4.74070
C  -0.81447  0.78103  5.02872
C  -1.29529  2.18287  4.73640
O  -2.62584  2.31704  5.26731
C  -2.88164  3.68681  5.29915
N  -1.55249  -0.16634  4.18886
H  -2.53107  0.09238  4.29834
H  -1.29716  -0.00737  3.21616
H  -1.57536  -1.67563  4.18108
H  0.95675  1.06560  3.72311
H  1.07639  -0.25865  4.89860
H  1.23063  1.33569  5.44748
H  -1.03057  0.59535  6.10244
H  -1.30969  2.33243  3.65168
H  -0.68929  2.96565  5.20299
H  -2.82008  4.19169  4.32891
H  -2.21288  4.26101  6.01215
H  -3.90303  3.76696  5.67081
C  -4.39450  3.09502  -2.86418
C  -3.00267  3.32100  -2.27075
C  -2.81912  3.85486  -0.86393
O  -1.43655  3.82410  -0.67571
C  -1.09319  4.04053  0.66389
N  -2.26109  2.00542  -2.32620
H  -2.21350  1.48565  -1.44523
H  -2.59491  1.36345  -3.08071
H  -1.26625  2.13275  -2.51638
H  -4.76081  2.31439  -2.16612
H  -4.31232  2.71462  -3.88159
H  -4.94167  4.01211  -2.68744
H  -2.37449  3.89900  -2.92521
H  -3.24837  3.24818  -0.06512
H  -3.22785  4.86806  -0.84396
H  -1.48839  3.25909  1.32664
H  -1.54506  5.00258  0.97705
H  -0.02038  4.18073  0.77354
C  -0.66136  -3.40587  3.90938
O  -0.58628  -3.75625  2.56261
O  -1.79211  -2.61005  4.13183
C  -0.94725  -4.62156  4.72094
F  -2.20922  -5.06467  4.47025
F  -0.05005  -5.52139  4.30514
F  -0.83569  -4.45895  6.02297
C  0.58584  -4.16088  1.81340
C  0.38354  -4.16771  0.31270
H  1.42699  -4.05672  -0.02115
H  -0.13539  -5.06953  0.02445
H  -0.12331  -3.23746  0.02836
H  0.87624  -5.13711  2.17839
H  1.38328  -3.43241  2.06072
H  0.31791  -3.07866  4.25683
C  -1.43446  1.65988  -5.19478
O  -1.46074  0.48930  -4.41941
O  -2.41170  2.37832  -4.82179
C  0.00500  2.41356  -4.79810
F  0.18689  2.83721  -3.48887
F  0.98591  1.49786  -5.11928
F  0.16757  3.48892  -5.53980
C  -0.61466  -0.65415  -4.64700
C  -1.11207  -1.78040  -3.68064
H  -0.48323  -1.71581  -2.79975
H  -2.14275  -1.49020  -3.45298
H  -1.10790  -2.71273  -4.21848
H  0.42756  -0.42018  -4.46323
H  -0.63819  -0.91970  -5.69956
H  -1.28725  1.36936  -6.23005
C  4.53544  -1.05314  -0.91849
O  5.64403  -1.26389  -0.07084
O  4.84537  -0.12657  -1.90582
C  4.31394  -2.44148  -1.59994
F  3.12091  -2.34905  -2.29144
F  5.29598  -2.81499  -2.41968
F  4.16385  -3.47769  -0.76836
C  6.20049  -0.34163  0.87632
C  7.61230  -0.84309  1.41765
H  7.40744  -1.83334  1.83052
H  8.32095  -0.80527  0.61147
H  7.95753  -0.17699  2.21561
H  5.51409  -0.22217  1.72339
H  6.33614  0.61346  0.37257
H  3.52513  -0.81411  -0.42332
P  0.00531  0.10411  0.62574
F  1.29694  0.80556  1.34382
F  -0.17504  -0.90235  1.90982
F  -1.04405  1.13240  1.28964
F  -1.28601  -0.69383  -0.03151
F  -0.00127  1.11624  -0.60133
F  1.02178  -0.87334  -0.06962

Cartesian forces, eV/Å:
0.055 0.161 -1.329
1.313 0.040 1.382
0.141 -1.252 1.580
-0.229 0.055 -0.855
0.086 0.750 0.343
-1.569 0.358 0.044
0.146 -0.416 -0.472
2.087 -1.246 -0.116
0.867 -0.078 -0.348
0.265 0.019 0.491
-0.145 0.056 0.581
0.075 -0.005 0.203
-0.888 -0.064 -0.496
0.411 0.352 -0.510
0.026 0.235 -0.174
-0.267 -0.534 -0.185
-0.049 0.047 -0.048
0.094 0.008 -0.084
-0.920 -1.092 1.162
1.004 0.453 0.409
-0.402 1.339 1.224
-0.334 -0.951 -0.055
-0.404 0.057 -0.778
-0.990 -0.482 -1.169
-0.428 0.580 0.112
-0.045 0.165 0.492
0.719 -0.710 0.376
0.074 0.004 0.034
0.378 0.603 -0.643
-0.031 0.320 -0.537
0.109 0.385 -0.586
-0.128 -0.039 -0.286
0.427 0.157 -0.217
0.064 -0.058 0.335
-0.083 -0.237 -0.108
0.192 -0.176 -0.127
0.167 -0.366 -0.133
0.641 0.676 0.145
-0.677 -0.273 0.456
1.267 0.206 -0.682
-0.872 1.095 1.177
-0.256 0.928 0.293
-0.097 -0.125 -0.155
-0.082 0.209 0.171
0.673 2.244 0.470
-0.335 -0.175 0.377
0.005 -0.445 -0.213
0.048 0.511 0.258
0.182 -0.205 -0.628
0.040 0.172 -0.062
0.310 -0.236 -0.023
0.065 -0.248 -0.146
-0.480 -0.743 -0.624
-0.026 0.334 -0.044
0.903 -0.483 2.146
0.679 -1.058 -0.695
-0.163 -0.144 -0.697
0.785 0.081 -0.040
-0.513 1.228 0.679
0.015 -1.293 0.714
-0.481 0.220 0.175
0.290 0.807 0.073
-0.158 0.311 -0.303
-0.688 0.241 -0.612
-0.102 0.389 0.081
-0.499 0.030 -0.459
-0.108 0.676 -0.320
-0.664 -0.165 -0.078
-0.016 0.162 0.322
0.288 0.109 -0.203
0.109 -0.221 0.116
0.060 -0.447 -0.177
-0.523 0.359 0.082
-0.681 -0.364 -1.203
0.497 -2.837 -0.509
-0.788 -0.803 -0.790
0.757 -0.349 0.109
0.030 -1.177 0.502
0.166 0.125 0.480
0.792 0.821 1.575
0.383 0.956 1.242
-0.537 -0.506 -0.636
0.060 -0.069 -0.571
-0.001 -0.295 -0.303
0.233 -0.224 -0.037
-0.246 -0.328 -0.036
0.040 0.954 0.097
1.969 1.363 1.529
0.575 -2.369 1.137
-1.421 1.170 -0.659
-1.349 -1.793 -1.124
-0.037 -0.685 -0.736
0.466 1.320 0.594
0.474 0.556 -0.315
-0.432 0.046 0.368
0.037 1.941 -1.193
-0.101 -0.563 0.245
0.077 -0.353 0.184
0.194 -0.579 0.279
0.077 -0.019 0.328
-0.394 -0.269 -0.287
0.101 0.016 -0.951
0.173 0.241 0.229
0.171 -1.004 0.329
-2.713 1.382 0.361
-0.542 0.229 -0.241
1.011 -0.129 0.121
-0.276 0.542 -0.303
-0.293 0.060 0.707
0.417 0.200 -0.123
-2.468 0.419 -0.329
0.598 -0.045 -0.172
0.360 -0.432 -0.280
-0.218 -0.068 -0.119
-0.001 0.038 -0.097
-0.062 0.242 0.081
1.454 -0.186 -0.143
0.362 0.298 0.927
-1.145 0.199 -0.164
0.344 0.080 -0.237
-0.182 -0.146 1.100
0.023 -0.052 -0.471
0.679 0.068 -0.946
-0.040 -0.786 -0.639